Entry 1:
ORCA calculation (ωB97M-V with the def2-TZVPD basis set) on a structure of composition C24H15Cl5FMgN6O2S2.

```
56
Properties=species:S:1:pos:R:3:forces:R:3:nbo_charge:R:1
Mg 1.5761 1.4317 0.6237 0.1422 0.5527 -0.1194 1.7482
Cl 4.5133 2.4175 0.3854 0.0196 -0.0410 0.0435 -0.0139
C 3.4905 3.7970 0.0554 0.0796 -0.0340 0.0223 0.0435
C 2.1192 3.5836 0.0425 -0.0287 -0.2016 -0.0432 -0.5327
C 1.3744 4.7292 -0.1926 -0.0873 -0.0385 0.0152 -0.0568
Cl -0.3841 4.6264 -0.1809 0.0475 -0.0189 -0.0072 -0.0404
C 1.9232 5.9910 -0.4244 0.0414 -0.0434 0.0160 -0.1077
Cl 0.9290 7.3753 -0.7226 -0.0087 0.0119 -0.0020 0.0160
C 3.3073 6.1350 -0.4113 -0.0063 0.0000 -0.0015 -0.0911
Cl 4.0262 7.6804 -0.6925 0.0097 0.0185 -0.0056 0.0208
C 4.1086 5.0243 -0.1615 -0.0891 0.0393 -0.0030 -0.1449
Cl 5.8263 5.1982 -0.1219 0.0364 -0.0111 -0.0026 0.0219
C -1.2734 1.3188 2.3077 -0.0269 -0.0315 0.0535 -0.6955
C -1.4537 1.2893 0.8318 -0.0038 -0.0394 -0.0306 0.4249
N -0.4989 1.4146 -0.0583 0.3630 -0.2341 0.2805 -0.6058
C -1.0713 1.2851 -1.2996 -0.0364 0.0976 0.0182 -0.0513
C -2.4058 1.1022 -1.1616 -0.0502 0.0648 -0.0047 -0.1059
N -2.6434 1.1061 0.2024 -0.0680 0.0688 0.0364 -0.3657
C -3.9000 0.8305 0.8592 0.0462 -0.0587 -0.0023 -0.0263
N -4.5877 -0.2317 0.1794 -0.0775 -0.0248 -0.0363 -0.2184
N -5.8655 -0.0853 -0.2371 -0.0018 -0.0064 0.1067 -0.0229
N -6.2616 -1.1722 -0.7814 0.0288 0.0008 -0.0293 -0.2234
C -5.2200 -2.0782 -0.7527 -0.0089 0.0011 0.0079 0.0269
C -5.1249 -3.3830 -1.2491 -0.0079 -0.0011 -0.0134 -0.1966
C -3.9109 -4.0133 -1.1151 -0.0107 0.0029 0.0034 -0.2303
C -2.8039 -3.3748 -0.5119 -0.0016 -0.0011 0.0075 -0.1724
C -2.8827 -2.0999 -0.0053 -0.0127 0.0140 0.0078 -0.2402
C -4.1283 -1.4751 -0.1343 0.0364 -0.0439 -0.0236 0.1429
H -0.2136 1.4204 2.5514 0.0289 0.0147 -0.0085 0.3039
H -1.6122 0.3835 2.7617 -0.0102 0.0201 -0.0298 0.2256
H -1.8203 2.1495 2.7576 -0.0214 0.0083 -0.0048 0.2212
H -0.4821 1.3272 -2.1989 0.0121 0.0056 -0.0022 0.2308
H -3.1938 0.9526 -1.8776 -0.0083 -0.0105 -0.0067 0.2273
H -4.5709 1.6889 0.8797 0.0086 -0.0056 -0.0890 0.2268
H -3.6711 0.5274 1.8806 -0.0294 0.0721 0.0277 0.2161
H -5.9701 -3.8563 -1.7301 0.0010 -0.0016 0.0001 0.2216
H -3.7849 -5.0173 -1.4988 -0.0046 -0.0040 -0.0003 0.2115
H -1.8517 -3.8862 -0.4745 0.0038 0.0122 -0.0012 0.2304
H -2.0124 -1.6072 0.4103 -0.0444 -0.0396 -0.0024 0.2524
O 0.1155 -2.0477 -0.8705 0.0209 -0.0069 -0.0356 -0.9548
S 1.0995 -1.5040 0.0328 0.0991 0.0985 0.0918 2.3010
O 0.5978 -0.9833 1.2836 -0.1179 -0.2651 0.1143 -0.9660
N 2.0310 -0.3482 -0.6325 -0.0310 0.1404 -0.0832 -1.0111
C 3.2158 -0.8466 -1.0702 0.0054 -0.0504 0.0292 0.0588
S 4.2839 -0.0870 -2.0562 -0.0299 -0.0093 0.0250 -0.1166
C 3.4678 -2.2191 -0.5105 -0.0200 -0.0246 0.0116 -0.0234
C 4.6148 -2.9896 -0.6123 -0.0236 0.0118 -0.0030 -0.1817
C 4.6416 -4.2192 0.0300 0.0013 -0.0075 0.0036 -0.2093
C 3.5418 -4.6817 0.7512 0.0170 -0.0121 -0.0073 -0.2081
C 2.3839 -3.9217 0.8404 0.0047 0.0175 -0.0186 -0.1777
C 2.3869 -2.6946 0.2079 0.0297 0.0058 -0.0269 -0.3365
H 5.4586 -2.6147 -1.1760 0.0026 0.0015 -0.0005 0.2396
H 5.5334 -4.8309 -0.0241 -0.0018 0.0023 -0.0036 0.2104
H 3.5936 -5.6432 1.2459 -0.0062 0.0041 0.0032 0.2105
H 1.5195 -4.2671 1.3919 0.0022 -0.0027 -0.0020 0.2242
F 1.9193 1.3934 2.4336 -0.2130 -0.0176 -0.2751 -0.9299
```
Forces are in eV/Å.

Net charge: -1
2S+1: 1
Calculated total energy, eV: -130617.77206
Highest occupied orbital energy, eV: -5.87
Orbital gap, Ha: 0.294

=====

Entry 2:
ORCA calculation (ωB97M-V with the def2-TZVPD basis set) on a structure of composition C24H16Co2NO6 at a distorted geometry.

```
49
Properties=species:S:1:pos:R:3:forces:R:3:nbo_charge:R:1
O -5.8634 -1.6517 0.8825 0.7244 0.8194 0.1883 -0.5375
C -4.9868 -0.9937 1.2430 -0.6242 -1.2343 0.1979 0.5263
Co -3.6067 -0.0792 1.8922 -0.8260 -0.2790 -0.1964 -0.0736
C -4.5579 0.4752 3.2456 -0.8748 1.1635 0.9243 0.5426
O -5.1962 0.7775 4.1606 0.6120 -0.4112 -0.6454 -0.5502
C -2.4079 -1.1459 2.6170 2.0918 -1.0271 0.2105 0.4914
O -1.5682 -1.7622 3.1273 -1.2881 0.6852 -0.4094 -0.5454
C -2.6044 1.5784 1.5871 -0.3917 -0.0066 2.8203 -0.5517
C -1.5052 1.6495 0.7965 2.8884 0.5389 0.6366 -0.0475
C -0.2055 1.8387 0.4577 -1.4643 1.7935 0.8219 -0.3309
C 0.9377 1.6020 1.3255 0.4666 0.4145 0.6510 -0.0489
C 0.7958 1.1923 2.6704 0.2479 -0.1613 -0.3085 -0.1710
C 1.9125 0.7654 3.3926 0.0940 -0.0148 -0.1522 -0.2278
C 3.1772 0.7077 2.7880 -0.1037 0.1795 -0.1216 -0.2549
C 3.3323 1.1847 1.4756 0.0875 -0.0044 0.5777 -0.2118
C 2.2424 1.6873 0.7869 -0.5617 -0.2877 -0.0762 -0.2099
Co -2.9461 1.0514 -0.1582 -2.2393 0.4018 -3.5962 -0.0553
C -4.4319 0.6557 -1.0016 -2.8536 0.0284 -0.1431 0.5101
O -5.3562 0.3303 -1.6213 1.2966 0.2928 0.3627 -0.5454
C -2.7216 -0.7557 -0.2370 2.1565 -1.6157 -1.1697 0.3928
O -2.5210 -1.8442 -0.6037 -0.8035 1.1531 0.7856 -0.5749
C -2.7464 2.2807 -1.3821 0.4610 0.2315 -0.5856 0.5752
O -2.6956 3.1090 -2.1902 0.0104 -0.5339 0.7147 -0.5511
H -2.9035 2.4040 2.2459 0.3259 0.0182 -0.4945 0.2100
H -0.0215 2.3154 -0.5116 0.1720 -0.8326 0.1401 0.2102
H -0.2039 1.1659 3.1171 0.3806 -0.0135 -0.1696 0.2132
H 1.7920 0.4495 4.4335 0.0327 0.0530 -0.3723 0.2049
H 4.0398 0.3072 3.3326 -0.3730 0.1758 -0.1956 0.2024
H 4.3116 1.1531 0.9970 -0.2115 0.0516 0.1309 0.2060
H 2.3502 2.0666 -0.2322 0.0223 -0.2080 0.2305 0.2061
C 1.0306 -0.2350 -4.3852 -0.1779 -0.0438 0.3993 -0.3943
N 1.0542 -0.3541 -2.9327 0.7712 -0.2609 -0.1578 -0.3809
C 0.0922 0.1268 -2.0734 0.0219 -0.6027 1.4813 -0.0184
C 0.3235 -0.3655 -0.7900 -0.0451 -1.0774 -1.0146 -0.2663
C 1.5109 -1.1685 -0.8546 -0.1116 0.2861 -1.0813 -0.1109
C 1.9409 -1.1589 -2.2149 -0.7077 0.1981 0.0120 0.1993
C 3.0183 -1.9122 -2.6635 0.5020 -0.2530 0.5184 -0.2804
C 3.7476 -2.6236 -1.6927 -0.3944 0.3317 -0.4294 -0.2356
C 3.3604 -2.6009 -0.3391 -0.2220 0.1384 0.3566 -0.2516
C 2.2433 -1.8806 0.0934 0.2128 -0.2860 -0.1409 -0.1764
H 2.0352 -0.4304 -4.7740 -0.2408 0.1515 0.0210 0.2039
H 0.3254 -0.9539 -4.8339 0.2348 0.1382 0.1271 0.1952
H 0.7101 0.7744 -4.6684 0.1612 -0.1823 0.0499 0.2070
H -0.6662 0.8294 -2.4203 0.1739 -0.4695 0.0838 0.2230
H -0.3095 -0.4103 0.0938 0.3212 0.4871 -0.7177 0.2510
H 3.2691 -1.9284 -3.7225 0.1685 -0.1095 0.2465 0.2015
H 4.6253 -3.2021 -1.9859 -0.2778 0.1354 0.0334 0.2018
H 3.9416 -3.1684 0.3935 -0.1530 0.1903 -0.2738 0.2036
H 1.9055 -1.8530 1.1335 0.3075 -0.1424 -0.2706 0.2251
```
Forces are in eV/Å.

Net charge: -1
2S+1: 1
Calculated total energy, eV: -114174.90839
Highest occupied orbital energy, eV: -3.65
Orbital gap, Ha: 0.233

=====

Entry 3:
ORCA calculation (ωB97M-V with the def2-TZVPD basis set) on a structure of composition C24H16F2N2S4Sb2Se4Tc at a distorted geometry.

```
55
Properties=species:S:1:pos:R:3:forces:R:3:nbo_charge:R:1
Tc -0.5724 -0.7578 0.5331 0.3693 0.1590 -0.6404 0.6354
F -2.5429 4.0689 -0.9192 -0.0127 0.2321 -0.1877 -0.3011
C -2.5534 3.0939 -0.0158 -0.0145 -0.1675 0.1984 0.4589
C -1.7229 2.0057 -0.2127 0.0527 -0.1376 -0.1030 -0.3320
C -1.7098 0.9751 0.7197 -0.1164 0.1302 -0.0631 -0.1091
C -2.5322 1.0680 1.8563 -0.0094 0.1474 0.0529 -0.1900
C -3.3609 2.1867 1.9932 0.2067 -0.1091 -0.1858 0.4567
F -4.1574 2.3094 3.0611 -0.1050 -0.0037 0.1584 -0.3118
C -3.3946 3.2099 1.0720 -0.0055 -0.0062 0.0020 -0.3619
C -2.3547 0.0212 2.8602 -0.3818 0.1317 0.2919 0.2464
C -3.0871 -0.1114 4.0441 0.1898 -0.0536 -0.1864 -0.2317
C -2.7530 -1.1008 4.9498 0.0048 0.0307 -0.0443 -0.1022
C -1.6853 -1.9425 4.6771 0.0724 0.0036 -0.1325 -0.2572
C -1.0332 -1.7819 3.4733 0.0116 -0.3389 0.5077 0.0822
N -1.3591 -0.8532 2.5736 0.1072 0.2199 -0.0702 -0.5268
H -1.1071 1.9959 -1.1028 -0.0389 -0.0143 0.0507 0.2339
H -4.0422 4.0652 1.2071 0.0270 -0.0375 -0.0024 0.2597
H -3.9017 0.5591 4.2475 -0.0358 0.0402 -0.0024 0.2567
H -3.3165 -1.2071 5.8677 0.0052 0.0125 -0.0143 0.2385
H -1.3641 -2.7106 5.3661 0.0146 0.0025 -0.0263 0.2509
H -0.2031 -2.4194 3.2204 0.1157 -0.0968 0.0293 0.1992
S 1.9927 -1.6970 -2.2233 0.0704 -0.7472 -0.7872 -0.1923
Sb 0.6952 -3.5303 -1.6639 -0.8962 -0.3410 0.1176 1.0346
S 0.2274 -3.0629 0.7620 -0.0522 -0.1865 -0.2525 -0.3154
S -2.3001 -1.5823 -0.6036 0.0256 0.4579 -0.0442 0.0612
S -1.6312 -2.8111 -2.1108 0.3430 -0.6194 -0.0588 -0.3056
N 0.4726 -0.2684 -0.7085 -1.9759 0.3352 1.7966 -0.2630
C 1.2721 0.0459 -1.7640 1.9079 -1.7453 -1.1864 0.0114
C 0.6295 0.4772 -3.0435 -0.6078 0.7368 -0.3555 -0.1116
C 1.4182 0.8778 -4.1262 -0.0386 -0.1459 0.1413 -0.1391
C 0.8278 1.2315 -5.3274 0.1329 -0.0333 0.0264 -0.2157
C -0.5501 1.1924 -5.4650 -0.1699 0.0036 -0.0197 -0.1848
C -1.3381 0.7842 -4.4001 -0.0714 0.0091 -0.1339 -0.1867
C -0.7544 0.4218 -3.1984 0.1985 0.0161 0.2195 -0.2068
C 2.5872 0.6418 -1.3467 0.2187 1.8499 0.4143 -0.0110
C 3.5036 -0.0423 -0.5516 0.0131 0.0243 0.0776 -0.2409
C 4.6336 0.5951 -0.0743 0.1019 0.0622 0.0390 -0.1894
C 4.8577 1.9341 -0.3643 0.0613 -0.0161 0.0394 -0.1831
C 3.9407 2.6326 -1.1307 0.0097 0.0797 -0.0924 -0.1985
C 2.8123 1.9937 -1.6223 -0.0302 -0.1588 0.2133 -0.2011
H 2.4953 0.8735 -4.0404 0.0619 0.0686 0.0083 0.2201
H 1.4477 1.5299 -6.1633 0.0038 -0.0051 0.0481 0.2282
H -1.0099 1.4705 -6.4043 0.0062 0.0022 0.0150 0.2276
H -2.4144 0.7408 -4.5089 0.0239 -0.0024 0.0267 0.2256
H -1.3765 0.0858 -2.3795 0.0027 0.0941 -0.0726 0.2211
H 3.3467 -1.0922 -0.3432 0.1232 0.1480 0.1917 0.2260
H 5.3506 0.0428 0.5206 -0.0414 0.0105 -0.0092 0.2233
H 5.7449 2.4290 0.0091 -0.0196 -0.0075 -0.0075 0.2282
H 4.0994 3.6812 -1.3490 -0.0025 -0.0369 -0.0001 0.2289
H 2.0895 2.5543 -2.1983 -0.0037 0.0104 -0.0361 0.2294
Se 1.4098 -4.1956 5.6742 -0.0046 -0.0292 -0.1437 -0.4086
Sb 0.7530 -5.4784 3.8443 0.0075 -0.0805 0.0047 0.9722
Se 2.4584 -5.4209 1.8984 -0.1605 0.0613 0.1514 -0.1555
Se -1.1917 -6.6106 3.2739 0.1357 0.0500 0.0022 -0.3597
Se 2.2539 -3.1182 1.6571 0.1696 -0.0095 0.0343 0.1364
```
Forces are in eV/Å.

Net charge: +1
2S+1: 1
Calculated total energy, eV: -353558.27947
Highest occupied orbital energy, eV: -11.04
Orbital gap, Ha: 0.233

=====

Entry 4:
ORCA calculation (ωB97M-V with the def2-TZVPD basis set) on a structure of composition C24H17BrF5IrN8O at a distorted geometry.

```
57
Properties=species:S:1:pos:R:3:forces:R:3:nbo_charge:R:1
Ir -0.8485 0.0447 0.3836 1.7527 0.4287 -1.3430 1.2775
C -0.1951 -4.2053 -3.9703 -0.0255 0.5002 0.5001 -0.0584
C 1.0921 -3.6667 -3.8698 -0.0525 -0.2366 -0.1499 -0.2029
C 1.3646 -2.6610 -2.9817 -0.2320 0.4663 0.6893 -0.1186
C 0.3327 -2.1596 -2.1273 -0.2149 -1.9913 -1.3224 0.0226
C -0.9664 -2.7175 -2.2332 0.4126 0.4560 0.3403 -0.0896
C -1.2201 -3.7047 -3.1525 0.1746 -0.2917 -0.3469 -0.2351
N 0.5687 -1.1460 -1.2827 1.1898 4.5701 2.9243 -0.0224
N 1.7020 -0.5239 -1.2643 -1.9328 -4.3390 -2.1128 -0.1568
C 1.8324 0.7030 -0.8280 0.4047 3.1768 1.7601 0.2902
C 3.0923 1.3645 -0.9154 -1.2401 -1.2254 -0.2252 -0.1608
C 3.1999 2.6644 -0.4981 -0.5445 0.7273 0.4316 -0.1129
C 2.0800 3.3048 0.0491 0.2865 -0.4673 -0.3495 -0.2001
C 0.8829 2.6025 0.1412 -0.1037 0.6932 0.0151 0.0587
N 0.7425 1.3560 -0.2901 -0.1565 -1.9562 0.3157 -0.4155
H -0.3887 -5.0065 -4.6687 -0.0693 -0.0051 -0.0413 0.2555
H 1.8821 -4.0553 -4.4961 0.0496 0.0109 -0.0124 0.2607
H 2.3524 -2.2407 -2.8659 0.0696 -0.0587 -0.1755 0.2517
H -1.7478 -2.3280 -1.5975 -0.1128 0.0072 0.0659 0.2141
H -2.2160 -4.1044 -3.2547 -0.1072 -0.0665 0.0708 0.2473
H 3.9286 0.8153 -1.3171 0.0372 -0.0571 -0.1152 0.2709
H 4.1356 3.1944 -0.5939 0.0984 0.0097 0.0570 0.2692
H 2.1452 4.3251 0.3961 -0.1219 0.0299 0.0001 0.2694
H -0.0001 3.0807 0.5503 0.0042 -0.1050 0.0561 0.2397
Br -5.1607 1.8812 3.7453 0.5564 -0.6463 -0.1638 0.1845
C -4.0108 0.4248 3.3030 -0.1572 0.3681 0.0292 -0.1020
C -3.9178 -0.7133 4.1018 -0.0255 0.3754 -0.3143 -0.1326
C -3.1088 -1.7477 3.6573 0.1695 -0.0140 -0.3266 -0.2131
C -2.3982 -1.6122 2.4725 -0.0138 -0.5985 0.5677 0.0485
N -2.4380 -0.4864 1.7508 0.8185 -0.2791 -0.7045 -0.5137
C -3.2332 0.5065 2.1494 -0.6747 0.5834 0.2749 0.0093
H -4.4635 -0.7879 5.0325 -0.0687 -0.0065 -0.0183 0.2730
H -3.0301 -2.6583 4.2312 0.0210 -0.1106 -0.0446 0.2678
H -1.7873 -2.4201 2.0904 0.0520 0.0776 0.0738 0.2316
H -3.2569 1.4067 1.5530 -0.0394 0.0330 -0.1395 0.2355
F 2.1744 1.4789 6.5328 -0.2686 -0.2981 -0.6748 -0.1985
C 1.7594 1.0002 5.3908 0.3378 -0.0178 0.3995 0.4301
C 2.3223 -0.1773 4.8644 0.0759 -0.5299 -0.4955 0.2724
F 3.2602 -0.8031 5.5374 -0.1706 0.1724 -0.1284 -0.2275
C 1.8916 -0.6706 3.6397 0.6011 -0.4643 0.3647 0.3937
F 2.4317 -1.7581 3.1201 -0.2238 0.4586 0.3132 -0.2441
C 0.8540 -0.0252 2.8935 -0.5241 0.2372 -0.3762 0.3035
O 0.4291 -0.4867 1.7806 1.7624 -0.7791 1.6198 -0.5829
C 0.3160 1.1626 3.4706 -0.2619 0.6297 0.2690 0.2769
F -0.6534 1.7638 2.7434 0.4387 -0.0251 0.5978 -0.2973
C 0.7465 1.6756 4.6742 -0.8165 0.2538 -0.7715 0.3088
F 0.2163 2.7742 5.1677 0.1924 -0.2721 -0.0758 -0.2320
N -5.2865 0.1600 -3.6176 -0.3259 -0.0977 -0.1109 -0.7445
C -4.2273 0.9092 -3.9037 0.4999 -0.2033 0.6655 0.6857
N -4.1297 1.5435 -5.0580 -0.2669 0.0822 -0.3451 -0.7183
N -3.1933 1.0436 -3.0647 -0.5010 0.6444 -1.4707 -0.6089
C -2.6884 0.7059 -1.9981 1.0633 -0.6279 1.9197 0.6742
N -2.0566 0.4846 -1.0208 -2.0869 0.6879 -2.1853 -0.6695
H -6.0573 0.0732 -4.2677 0.1102 0.0276 0.1076 0.4332
H -5.3919 -0.2993 -2.7255 0.1329 0.1511 -0.1358 0.4283
H -4.8617 1.5117 -5.7547 0.0729 0.0048 0.1202 0.4311
H -3.3209 2.1128 -5.2580 -0.0458 -0.0934 0.1267 0.4427
```
Forces are in eV/Å.

Net charge: +3
2S+1: 2
Calculated total energy, eV: -125571.09941
Highest occupied orbital energy (alpha / beta), eV: -16.67 / -16.66
Orbital gap (alpha / beta), Ha: 0.203 / 0.196